Formula: C40H55F18O20Zn
Source: OMol25
Level of theory: wB97M-V/def2-TZVPD

Cartesian coordinates (Å):
Zn (-3.889, 3.746, 0.337)
C (-3.112, 0.581, 0.463)
O (-2.160, 0.954, -0.557)
O (-3.565, 1.814, 1.022)
C (-4.266, -0.389, -0.118)
F (-5.449, 0.197, -0.138)
F (-4.007, -0.688, -1.357)
F (-4.444, -1.545, 0.515)
C (-1.141, 0.043, -1.073)
C (-0.213, 0.990, -1.871)
H (0.150, 1.875, -1.349)
H (0.599, 0.404, -2.301)
H (-0.868, 1.400, -2.640)
H (-1.463, -0.726, -1.774)
H (-0.615, -0.442, -0.250)
H (-2.566, -0.041, 1.172)
O (-6.097, 2.940, 5.331)
C (-5.604, 1.833, 5.013)
O (-6.299, 0.855, 4.444)
C (-5.417, 0.079, 3.602)
C (-4.053, 0.056, 4.420)
C (-4.081, 1.459, 5.030)
H (-5.222, 0.547, 2.637)
H (-5.825, -0.911, 3.400)
H (-3.258, -0.145, 3.701)
H (-4.083, -0.717, 5.188)
H (-3.427, 2.116, 4.457)
H (-3.619, 1.391, 6.015)
O (-1.940, 4.352, -0.261)
C (-0.858, 4.611, -0.811)
O (0.268, 4.448, -0.090)
C (1.372, 4.685, -0.926)
C (0.793, 5.654, -2.017)
C (-0.603, 5.076, -2.252)
H (1.821, 3.770, -1.312)
H (2.138, 5.091, -0.265)
H (1.409, 5.636, -2.916)
H (0.775, 6.704, -1.724)
H (-0.710, 4.127, -2.778)
H (-1.348, 5.841, -2.474)
O (-4.302, 3.115, -1.610)
C (-4.058, 2.741, -2.766)
O (-3.055, 3.314, -3.529)
C (-3.069, 2.720, -4.839)
C (-3.918, 1.472, -4.709)
C (-4.815, 1.707, -3.539)
H (-2.107, 2.335, -5.178)
H (-3.419, 3.466, -5.553)
H (-3.300, 0.587, -4.559)
H (-4.448, 1.312, -5.648)
H (-5.030, 0.897, -2.842)
H (-5.750, 2.173, -3.846)
O (-3.116, -5.897, -4.751)
C (-3.256, -5.262, -3.679)
O (-4.354, -4.440, -3.543)
C (-4.322, -3.764, -2.315)
C (-2.870, -3.993, -1.806)
C (-2.281, -5.140, -2.510)
H (-5.099, -4.192, -1.682)
H (-4.636, -2.740, -2.519)
H (-2.735, -4.061, -0.727)
H (-2.356, -3.086, -2.124)
H (-2.313, -6.039, -1.895)
H (-1.283, -5.011, -2.930)
C (4.858, -3.368, 1.946)
C (3.553, -4.119, 1.699)
O (2.896, -3.510, 0.655)
C (3.146, -3.904, -0.610)
O (4.019, -4.761, -0.916)
C (2.231, -3.186, -1.643)
F (1.732, -4.095, -2.499)
F (1.272, -2.506, -1.133)
F (2.945, -2.316, -2.365)
H (5.458, -3.778, 2.758)
H (4.605, -2.359, 2.271)
H (5.500, -3.357, 1.065)
H (3.018, -4.034, 2.644)
H (3.717, -5.185, 1.543)
C (-0.493, -2.122, 4.134)
C (-1.137, -2.607, 2.867)
O (-0.314, -3.726, 2.575)
C (-0.870, -4.965, 2.190)
O (-2.071, -5.152, 2.219)
C (0.171, -6.022, 1.762)
F (-0.269, -7.280, 1.903)
F (0.494, -5.797, 0.488)
F (1.247, -5.813, 2.520)
H (-1.136, -1.330, 4.518)
H (0.503, -1.716, 3.959)
H (-0.364, -2.963, 4.816)
H (-1.142, -1.847, 2.086)
H (-2.166, -2.922, 3.037)
C (7.773, 0.459, -4.959)
C (6.926, 1.674, -4.627)
O (5.615, 1.304, -4.219)
C (4.622, 1.144, -5.047)
O (4.757, 1.265, -6.254)
C (3.232, 0.722, -4.404)
F (2.616, -0.258, -5.125)
F (3.426, 0.354, -3.148)
F (2.414, 1.787, -4.447)
H (7.382, -0.083, -5.820)
H (7.916, -0.220, -4.119)
H (8.749, 0.791, -5.312)
H (6.863, 2.347, -5.482)
H (7.464, 2.300, -3.915)
C (5.843, 0.549, -0.853)
C (4.754, 1.558, -0.589)
O (3.607, 0.969, 0.050)
C (3.634, 0.460, 1.281)
O (4.662, 0.298, 1.911)
C (2.243, 0.114, 1.847)
F (2.031, -1.203, 1.997)
F (2.150, 0.636, 3.052)
F (1.273, 0.582, 1.044)
H (6.608, 0.907, -1.542)
H (5.354, -0.327, -1.281)
H (6.439, 0.354, 0.039)
H (4.526, 2.086, -1.515)
H (5.191, 2.356, 0.010)
C (-0.874, 2.912, 3.177)
C (-0.934, 3.511, 4.589)
O (0.074, 2.932, 5.424)
C (-0.024, 1.590, 5.795)
O (-0.967, 0.858, 5.542)
C (1.111, 1.132, 6.796)
F (0.592, 0.309, 7.727)
F (2.018, 0.318, 6.155)
F (1.693, 2.170, 7.383)
H (-1.554, 3.451, 2.516)
H (-1.222, 1.880, 3.160)
H (0.100, 2.948, 2.691)
H (-1.871, 3.330, 5.115)
H (-0.849, 4.591, 4.474)

The largest force on an atom is 4.9 eV Å⁻¹. Its HOMO-LUMO gap (alpha / beta) is 6.19 / 8.82 eV. Its spin multiplicity is 2. As for the electronic energy: -6638.87822 Eh. The value obtained for the HOMO energy (alpha / beta) is -6.345 / -8.981 eV.

Formula: C40H55N7S2SbSeV
Source: OMol25
Level of theory: wB97M-V/def2-TZVPD

Cartesian coordinates (Å):
V (-1.133, -0.379, -0.414)
C (-3.198, 0.493, -2.973)
C (-2.494, 1.831, -3.064)
N (-1.216, 1.794, -2.326)
C (-0.961, 2.947, -1.439)
C (-1.962, 3.086, -0.306)
S (-2.181, 1.596, 0.722)
C (-3.954, 1.269, 0.540)
C (-4.368, 0.907, -0.874)
N (-3.372, 0.055, -1.569)
H (-4.163, 0.549, -3.485)
H (-2.610, -0.266, -3.491)
H (-2.332, 2.066, -4.117)
H (-3.120, 2.634, -2.679)
H (-0.474, 1.825, -3.023)
H (0.037, 2.821, -1.013)
H (-0.969, 3.892, -1.993)
H (-1.625, 3.876, 0.364)
H (-2.955, 3.361, -0.660)
H (-4.170, 0.463, 1.236)
H (-4.488, 2.149, 0.901)
H (-5.342, 0.415, -0.845)
H (-4.512, 1.816, -1.456)
H (-3.737, -0.890, -1.608)
Se (-5.010, -6.991, -0.333)
N (-4.844, -5.683, 0.854)
C (-4.061, -4.781, 0.318)
C (-3.670, -3.550, 0.999)
C (-4.071, -3.238, 2.300)
C (-3.593, -2.082, 2.876)
C (-2.742, -1.259, 2.149)
N (-2.370, -1.517, 0.894)
C (-2.825, -2.666, 0.339)
C (-2.330, -2.962, -0.998)
N (-1.513, -2.030, -1.546)
C (-1.095, -2.218, -2.802)
C (-1.428, -3.339, -3.546)
C (-2.224, -4.311, -2.974)
C (-2.696, -4.121, -1.674)
C (-3.576, -5.066, -0.995)
N (-3.965, -6.197, -1.528)
H (-4.728, -3.913, 2.833)
H (-3.861, -1.803, 3.885)
H (-2.353, -0.354, 2.598)
H (-0.465, -1.443, -3.218)
H (-1.063, -3.437, -4.559)
H (-2.498, -5.210, -3.511)
C (4.146, 2.406, 1.990)
C (3.041, 2.308, 3.036)
Sb (1.097, 2.688, 2.230)
C (1.150, 4.834, 2.154)
C (2.044, 5.535, 3.174)
C (-0.070, 2.432, 4.019)
C (0.688, 2.551, 5.339)
H (5.131, 2.264, 2.436)
H (4.156, 3.384, 1.502)
H (4.029, 1.642, 1.216)
H (3.205, 3.017, 3.846)
H (3.009, 1.313, 3.484)
H (0.109, 5.148, 2.276)
H (1.445, 5.103, 1.137)
H (1.741, 5.315, 4.197)
H (1.998, 6.617, 3.049)
H (3.089, 5.243, 3.063)
H (-0.548, 1.451, 3.944)
H (-0.867, 3.176, 3.955)
H (1.460, 1.787, 5.431)
H (0.012, 2.434, 6.187)
H (1.171, 3.521, 5.444)
N (0.559, -0.032, -1.096)
S (2.200, 0.128, -0.843)
C (2.998, -1.411, -1.161)
C (2.482, -2.409, -1.974)
C (3.232, -3.557, -2.167)
C (4.478, -3.687, -1.562)
C (4.978, -2.679, -0.751)
C (4.233, -1.529, -0.533)
C (2.642, 1.181, -2.188)
C (2.658, 0.719, -3.504)
C (3.003, 1.605, -4.508)
C (3.338, 2.921, -4.194)
C (3.324, 3.363, -2.880)
C (2.976, 2.489, -1.857)
H (0.299, 0.504, -1.927)
H (1.513, -2.300, -2.432)
H (2.851, -4.351, -2.796)
H (5.060, -4.585, -1.720)
H (5.944, -2.788, -0.276)
H (4.611, -0.743, 0.111)
H (2.444, -0.317, -3.737)
H (3.037, 1.269, -5.536)
H (3.629, 3.600, -4.984)
H (3.597, 4.383, -2.645)
H (2.965, 2.816, -0.825)
C (2.169, -2.057, 2.126)
C (0.866, -2.257, 1.340)
C (0.054, -3.354, 2.028)
C (0.179, -0.889, 1.252)
H (2.759, -2.974, 2.138)
H (1.948, -1.793, 3.163)
H (2.789, -1.261, 1.709)
H (1.125, -2.605, 0.333)
H (-0.351, -2.998, 2.979)
H (0.698, -4.204, 2.254)
H (-0.762, -3.739, 1.421)
H (0.931, -0.106, 1.200)
H (-0.412, -0.665, 2.139)

The largest force on an atom is 1.0 eV Å⁻¹. Its HOMO-LUMO gap (alpha / beta) is 5.39 / 5.64 eV. Its spin multiplicity is 2. As for the electronic energy: -6321.65036 Eh. The value obtained for the HOMO energy (alpha / beta) is -14.548 / -14.549 eV. As for the charge: +3.